Density functional theory data (the ωB97M-V functional and the def2-TZVPD basis) for a structure of composition C14H22BFN4NbO8 at a distorted geometry.

Its HOMO energy is -4.68 eV. The calculation puts the orbital gap at 4.99 eV. The max |F| comes out at 0.04620 hartree/bohr. The electronic energy is -42159.55679 eV.

The geometry in ORCA input format:
```
! RIJCOSX wB97M-V def2-TZVPD def2/J DEFGRID3
* xyz -1 1
C -2.567 1.274 -0.901
N -1.451 2.080 -0.425
C -1.444 3.462 -0.905
B -1.190 2.033 1.050
O -2.314 2.202 1.873
Nb 0.938 1.569 1.973
N -0.010 -0.147 2.662
C 1.247 0.602 -0.065
C 1.830 1.437 -1.195
C 2.058 0.720 -2.522
N 1.731 -0.681 -2.519
O 2.508 1.257 -3.499
C 1.642 3.637 1.290
C 1.784 4.805 2.205
O 1.876 5.957 1.950
F 1.863 4.457 3.519
N 2.833 1.128 2.910
C 2.841 0.216 3.708
O 2.934 -0.744 4.398
H -2.251 0.583 -1.697
H -2.977 0.634 -0.108
H -3.397 1.883 -1.287
H -2.188 3.578 -1.700
H -1.683 4.193 -0.119
H -0.475 3.744 -1.338
H -3.025 1.574 1.703
H 0.153 2.404 3.400
H -0.617 0.059 3.452
H -0.605 -0.591 1.965
H 1.913 -0.252 0.143
H 0.289 0.200 -0.403
H 2.813 1.847 -0.927
H 1.172 2.281 -1.433
H 2.337 -1.145 -3.194
H 0.777 -0.807 -2.852
H 1.002 4.018 0.485
H 2.650 3.514 0.859
C 0.324 -5.140 -1.267
C 0.330 -3.853 -0.863
C -0.950 -3.135 -0.445
O -0.840 -1.983 -0.081
C -2.206 -3.857 -0.506
C -2.195 -5.133 -0.911
C -0.920 -5.854 -1.308
O -1.057 -7.023 -1.645
O -3.271 -5.901 -1.010
O 1.420 -3.126 -0.798
H 1.225 -5.658 -1.561
H -3.110 -3.339 -0.219
H -2.938 -6.769 -1.322
H 1.189 -2.210 -0.522
*
```

Here are the Löwdin charges for atoms 1 to 2, given in e: atom 1 (C): -0.113, atom 2 (N): -0.196

***

Density functional theory data (the ωB97M-V functional and the def2-TZVPD basis) for an isolated molecule of C14H22BN3O6S at a distorted geometry.

Its HOMO energy is -8.17 eV. As for the structure (SMILES): Nc1ccccc1S(=O)(=O)N1C[C@H](CCCB(O)O)[C@](N)(C(=O)O)C1. The calculation puts the orbital gap at 8.30 eV. The max |F| comes out at 0.09293 hartree/bohr. Its energy above the lowest of the compared OMol25 structures with the same formula, charge and spin is 121.3 kJ/mol. The electronic energy is -43142.93409 eV.

The geometry in ORCA input format:
```
! RIJCOSX wB97M-V def2-TZVPD def2/J DEFGRID3
* xyz 0 1
O -1.413 -2.584 2.765
O 2.535 1.662 3.201
O 2.918 0.116 1.021
O -2.228 0.188 -4.027
O -3.492 -1.854 -4.698
O -0.350 -4.169 1.518
B -2.700 -1.134 -3.831
C -0.514 -2.942 2.075
C 0.680 3.958 -1.317
C 1.369 2.800 -1.654
C 0.500 4.316 -0.023
C 1.861 1.950 -0.649
C 1.070 3.563 0.988
C 1.585 2.290 0.641
N 1.064 3.935 2.289
N 1.858 -2.589 1.649
N 0.472 0.449 2.296
C -2.280 -1.870 -2.453
C -1.087 -1.250 -1.697
C -0.429 0.211 1.114
C -0.769 -1.927 -0.394
C 0.832 -0.880 2.881
C 0.195 -1.085 0.544
C 0.625 -1.889 1.808
S 2.048 1.044 1.869
H -2.370 0.590 -4.891
H -3.915 -1.612 -5.551
H -1.119 -4.721 1.817
H 0.271 4.464 -2.210
H 1.436 2.524 -2.694
H 0.005 5.197 0.384
H 2.329 1.054 -0.968
H 0.606 4.729 2.653
H 1.586 3.446 3.033
H 2.528 -1.962 1.201
H 1.801 -3.567 1.351
H -3.194 -1.853 -1.956
H -2.045 -2.905 -2.620
H -1.264 -0.195 -1.520
H -0.182 -1.276 -2.333
H -0.430 1.023 0.327
H -1.487 0.247 1.470
H -0.283 -2.907 -0.605
H -1.604 -2.055 0.227
H 0.079 -1.006 3.645
H 1.868 -0.772 3.358
H 1.035 -0.753 -0.035
*
```

Here are the Löwdin charges for atoms 1 to 2, given in e: atom 1 (O): 0.134, atom 2 (O): -0.362

***

Density functional theory data (the ωB97M-V functional and the def2-TZVPD basis) for an isolated molecule of C14H22Br2NO at a distorted geometry.

Its HOMO energy (spin up / spin down) is -8.39 / -9.02 eV. The calculation puts the orbital gap (spin up / spin down) at 8.93 / 9.34 eV. The max |F| comes out at 0.03643 hartree/bohr. The electronic energy is -158494.13833 eV.

The geometry in ORCA input format:
```
! RIJCOSX wB97M-V def2-TZVPD def2/J DEFGRID3
* xyz 0 2
C -2.213 -2.366 1.152
C -0.904 -2.166 1.044
C -0.206 -1.022 0.309
C 0.639 -1.559 -0.853
Br 2.519 -1.203 -0.817
C 0.247 -2.260 -1.913
C 1.115 -2.796 -3.013
Br -1.589 -2.669 -2.196
C 0.609 -0.363 1.454
C 1.005 1.126 1.265
C 0.258 1.983 2.304
C 2.522 1.295 1.549
N 0.748 1.604 -0.122
O 1.111 2.818 -0.304
C -0.606 1.340 -0.690
C -0.424 1.231 -2.217
C -1.596 2.479 -0.449
C -1.223 0.034 -0.153
H -2.929 -2.059 0.401
H -2.599 -2.879 2.027
H -0.211 -2.856 1.524
H 1.212 -2.070 -3.823
H 2.082 -3.118 -2.636
H 0.625 -3.674 -3.436
H 1.457 -0.988 1.726
H -0.074 -0.394 2.306
H -0.798 1.704 2.340
H 0.662 1.736 3.286
H 0.374 3.046 2.100
H 3.063 0.354 1.489
H 2.973 1.994 0.847
H 2.675 1.702 2.548
H -1.387 1.062 -2.698
H 0.305 0.467 -2.479
H -0.034 2.187 -2.575
H -1.826 2.633 0.605
H -2.538 2.182 -0.922
H -1.282 3.406 -0.923
H -1.904 -0.350 -0.907
H -1.823 0.278 0.730
*
```

Here are the Löwdin charges for atoms 1 to 2, given in e: atom 1 (C): -0.001, atom 2 (C): -0.152

***

Density functional theory data (the ωB97M-V functional and the def2-TZVPD basis) for a structure of composition C14H22CeClO2P at a distorted geometry.

Its HOMO energy (spin up / spin down) is -16.35 / -16.35 eV. The calculation puts the orbital gap (spin up / spin down) at 6.89 / 6.89 eV. The max |F| comes out at 0.11797 hartree/bohr. Its energy above the lowest of the compared OMol25 structures with the same formula, charge and spin is 0.0 kJ/mol. The electronic energy is -53693.34518 eV.

The geometry in ORCA input format:
```
! RIJCOSX wB97M-V def2-TZVPD def2/J DEFGRID3
* xyz 2 1
Cl 2.440 -2.226 -0.222
C -1.348 -0.235 -1.987
C -1.876 0.036 -0.680
C -1.721 -1.151 0.110
H -2.365 0.958 -0.374
C -1.179 -2.190 -0.726
C -0.909 -1.600 -2.016
H -0.469 -2.139 -2.858
H -1.323 0.476 -2.811
H -1.975 -1.280 1.165
C -0.969 -3.624 -0.366
Ce 0.603 -0.452 -0.431
C 0.226 0.076 2.091
O 0.130 0.292 3.227
C 2.682 1.131 -1.159
O 3.780 1.464 -1.337
H -1.061 -3.772 0.714
H 0.022 -3.965 -0.677
H -1.706 -4.272 -0.856
C -0.905 4.548 -1.955
C 0.274 4.321 -1.010
P 0.294 2.750 -0.045
C 1.689 3.055 1.139
C 1.858 4.428 1.781
C -1.209 2.959 1.031
C -1.424 4.295 1.741
H -0.952 3.766 -2.722
H -0.773 5.511 -2.464
H -1.866 4.591 -1.430
H 1.204 4.291 -1.596
H 0.372 5.150 -0.297
H 1.580 2.281 1.911
H 2.603 2.813 0.578
H 1.097 4.631 2.541
H 2.832 4.448 2.287
H 1.865 5.234 1.039
H -2.062 2.765 0.359
H -1.179 2.139 1.763
H -1.359 5.152 1.057
H -2.437 4.304 2.168
H -0.727 4.440 2.574
*
```

Here are the Löwdin charges for atoms 1 to 2, given in e: atom 1 (Cl): 0.224, atom 2 (C): -0.125

***

Density functional theory data (the ωB97M-V functional and the def2-TZVPD basis) for a structure of composition C14H22ClMoO5P at a distorted geometry.

Its HOMO energy (spin up / spin down) is -17.22 / -17.16 eV. The calculation puts the orbital gap (spin up / spin down) at 9.31 / 6.98 eV. The max |F| comes out at 0.13129 hartree/bohr. Its energy above the lowest of the compared OMol25 structures with the same formula, charge and spin is 0.0 kJ/mol. The electronic energy is -48764.66612 eV.

The geometry in ORCA input format:
```
! RIJCOSX wB97M-V def2-TZVPD def2/J DEFGRID3
* xyz 2 3
Cl -0.289 3.537 -1.931
C -2.333 0.375 -2.575
C -1.464 -0.728 -2.269
C -0.215 -0.508 -2.944
H -1.753 -1.624 -1.728
C -0.287 0.748 -3.655
C -1.619 1.281 -3.427
H -2.020 2.154 -3.926
H -3.362 0.495 -2.263
H 0.643 -1.180 -2.992
C 0.792 1.362 -4.487
Mo -0.515 1.161 -1.474
C 1.464 1.503 -1.035
O 2.549 1.815 -0.734
C -1.562 2.120 0.050
O -2.022 2.681 0.946
H 1.774 1.086 -4.094
H 0.719 2.452 -4.502
H 0.738 1.001 -5.519
C 0.999 1.942 3.638
C 1.342 1.626 2.204
O 0.994 0.256 1.763
P -0.151 -0.118 0.696
O -1.463 -0.229 1.659
C -1.804 -1.381 2.527
C -1.025 -1.358 3.810
O 0.081 -1.600 0.193
C 0.712 -2.934 0.281
C 2.071 -2.939 -0.354
H 1.230 3.006 3.720
H 1.602 1.443 4.410
H -0.064 1.813 3.871
H 0.857 2.364 1.546
H 2.427 1.693 2.053
H -2.891 -1.300 2.698
H -1.590 -2.271 1.931
H -1.144 -0.401 4.325
H -1.409 -2.158 4.450
H 0.043 -1.549 3.643
H 0.738 -3.239 1.330
H -0.010 -3.550 -0.260
H 2.706 -2.134 0.033
H 2.553 -3.903 -0.173
H 1.959 -2.807 -1.433
*
```

Here are the Löwdin charges for atoms 1 to 2, given in e: atom 1 (Cl): 0.300, atom 2 (C): -0.115

***

Density functional theory data (the ωB97M-V functional and the def2-TZVPD basis) for a structure of composition C14H22ClNO7PPdSSe at a distorted geometry.

Its HOMO energy (spin up / spin down) is -5.19 / -5.19 eV. The calculation puts the orbital gap (spin up / spin down) at 5.94 / 5.91 eV. The max |F| comes out at 0.04569 hartree/bohr. Its energy above the lowest of the compared OMol25 structures with the same formula, charge and spin is 171.8 kJ/mol. The electronic energy is -132164.82783 eV.

The geometry in ORCA input format:
```
! RIJCOSX wB97M-V def2-TZVPD def2/J DEFGRID3
* xyz -1 1
Pd 0.114 -0.420 0.465
Se 1.314 -1.290 -1.594
C 1.739 0.320 -2.288
N 2.094 1.314 -2.762
C -3.682 -4.313 -3.800
C -3.278 -3.114 -2.984
C -2.468 -3.258 -1.864
C -2.167 -2.168 -1.061
C -2.664 -0.917 -1.378
C -3.466 -0.754 -2.496
C -3.767 -1.847 -3.292
S -2.302 0.499 -0.343
O -2.146 -0.012 1.034
O -3.405 1.411 -0.526
O -1.027 1.049 -0.842
H -2.959 -5.121 -3.691
H -3.769 -4.067 -4.859
H -4.653 -4.682 -3.460
H -2.073 -4.230 -1.594
H -1.586 -2.319 -0.163
H -3.861 0.230 -2.713
H -4.400 -1.721 -4.163
O 2.256 -2.042 1.443
Cl 1.081 -2.400 2.188
O 1.390 -3.464 3.086
O 0.610 -1.264 2.944
O 0.046 -2.843 1.278
C 4.410 1.549 2.130
C 3.538 0.781 1.140
P 1.765 1.292 1.051
C 1.963 2.867 0.115
C 0.683 3.671 -0.110
C 1.345 1.851 2.760
C -0.167 1.993 2.968
H 5.430 1.165 2.082
H 4.053 1.410 3.151
H 4.439 2.617 1.910
H 3.547 -0.279 1.378
H 3.920 0.889 0.121
H 2.367 2.580 -0.856
H 2.709 3.465 0.647
H -0.083 3.038 -0.554
H 0.887 4.495 -0.796
H 0.296 4.095 0.818
H 1.860 2.794 2.959
H 1.717 1.082 3.439
H -0.596 2.767 2.333
H -0.382 2.244 4.008
H -0.672 1.057 2.739
*
```

Here are the Löwdin charges for atoms 1 to 2, given in e: atom 1 (Pd): 0.503, atom 2 (Se): 0.749